A 2-piece molecular cluster, C5H12 overall at a distorted geometry, computed with ωB97M-V/def2-TZVPD.

The geometry in XYZ format:
```
17
Properties=species:S:1:pos:R:3:forces:R:3
C 2.419 -0.415 -0.035 -1.5541 0.3157 -0.6696
C 2.004 1.090 0.078 1.6066 0.3465 -0.8938
C -2.430 -0.569 0.868 1.4453 -0.5920 0.3218
C -2.244 0.621 -0.160 1.5422 0.4892 0.0530
C 1.985 -1.258 -1.027 0.5755 -0.1509 0.4441
H 1.955 -2.386 -0.807 0.5500 1.8162 -0.6430
H 1.251 1.269 0.829 -0.1272 -0.4299 0.6264
H 1.689 -0.943 -2.098 0.0516 -0.2705 2.1867
H -1.202 1.035 -0.102 -0.9535 0.0717 0.5445
H -2.230 0.436 -1.253 -0.5019 -1.0085 0.6218
H -2.623 -1.480 0.332 -0.3690 -0.4302 -0.4073
H -1.573 -0.962 1.606 -1.2693 1.7258 -1.8096
H 1.539 1.494 -0.818 -0.0574 -0.4536 -0.4848
H -2.986 1.441 -0.077 0.5278 -0.4960 0.5031
H -3.272 -0.411 1.518 -0.3957 0.2364 0.1652
H 2.817 1.855 0.266 -0.4524 -1.2132 0.0990
H 2.903 -0.816 0.880 -0.6184 0.0432 -0.6574
```
Forces are in eV/Å.

ΔE to the lowest compared entry with this formula, charge and spin, kJ/mol: 233.4
Gap between HOMO and LUMO, eV: 10.52
SMILES: C=CC.CC
Total charge: 0
Highest occupied orbital energy, eV: -9.4273